[1]
{"formula": "H8O4", "method": "ωB97M-V/def2-TZVPD", "mol_weight_g_mol": 72.06, "spin_multiplicity": 1, "lumo_energy_ev": 0.3, "smiles": "O.O.O.O", "energy_ha": -305.74496, "species": ["O", "H", "H", "O", "H", "H", "O", "H", "H", "O", "H", "H"], "positions_angstrom": [[5.92, -1.02, -8.25], [5.70, -1.40, -9.11], [6.63, -0.40, -8.42], [3.13, -1.85, -8.51], [3.89, -1.27, -8.33], [2.41, -1.25, -8.73], [-1.21, -2.44, -8.78], [-1.41, -3.33, -9.09], [-0.38, -2.22, -9.21], [4.38, -3.91, -10.15], [3.95, -3.30, -9.53], [4.94, -3.36, -10.72]]}

***

[2]
{"formula": "C21H25N5O5S2", "method": "ωB97M-V/def2-TZVPD", "mol_weight_g_mol": 491.59, "spin_multiplicity": 1, "lumo_energy_ev": 0.2, "smiles": "COc1ccc(N2C[C@H](C(=O)Nc3nnc(SCC(=O)NC[C@H]4CCCO4)s3)CC2=O)cc1", "energy_ha": -2261.61934, "species": ["C", "O", "C", "C", "C", "C", "N", "C", "C", "C", "O", "N", "C", "N", "N", "C", "S", "C", "C", "O", "N", "C", "C", "C", "C", "C", "O", "S", "C", "C", "O", "C", "C", "H", "H", "H", "H", "H", "H", "H", "H", "H", "H", "H", "H", "H", "H", "H", "H", "H", "H", "H", "H", "H", "H", "H", "H", "H"], "positions_angstrom": [[-9.10, -1.31, -0.10], [-8.57, -0.02, 0.04], [-7.22, 0.15, -0.06], [-6.31, -0.87, -0.29], [-4.95, -0.59, -0.38], [-4.48, 0.71, -0.23], [-3.10, 0.98, -0.30], [-2.14, -0.09, -0.15], [-0.80, 0.62, 0.10], [-0.54, 0.75, 1.59], [-1.32, 0.44, 2.46], [0.69, 1.26, 1.95], [1.79, 1.55, 1.19], [1.90, 1.42, -0.09], [3.09, 1.76, -0.57], [3.93, 2.14, 0.34], [5.57, 2.60, 0.06], [5.83, 1.88, -1.60], [5.82, 0.36, -1.47], [6.80, -0.26, -1.11], [4.65, -0.21, -1.82], [4.37, -1.58, -1.44], [3.50, -1.62, -0.16], [3.54, -3.01, 0.49], [4.79, -2.91, 1.39], [5.03, -1.40, 1.53], [3.98, -0.74, 0.82], [3.26, 2.15, 1.96], [-1.02, 2.00, -0.52], [-2.53, 2.19, -0.53], [-3.09, 3.24, -0.73], [-5.40, 1.73, 0.01], [-6.75, 1.45, 0.09], [-8.72, -1.99, 0.67], [-8.89, -1.73, -1.09], [-10.18, -1.20, 0.02], [-6.63, -1.89, -0.42], [-4.28, -1.40, -0.57], [-2.41, -0.73, 0.70], [-2.08, -0.70, -1.06], [0.04, 0.10, -0.35], [0.81, 1.37, 2.95], [5.06, 2.26, -2.27], [6.82, 2.22, -1.90], [3.84, 0.40, -1.90], [5.33, -2.06, -1.26], [3.84, -2.08, -2.26], [2.48, -1.29, -0.40], [2.64, -3.15, 1.10], [3.60, -3.80, -0.24], [5.64, -3.39, 0.91], [4.62, -3.38, 2.35], [4.97, -1.05, 2.57], [6.00, -1.11, 1.11], [-0.54, 2.81, 0.02], [-0.65, 2.03, -1.55], [-5.06, 2.75, 0.13], [-7.46, 2.24, 0.28]]}

***

[3]
{"formula": "C6H12N3", "method": "ωB97M-V/def2-TZVPD", "mol_weight_g_mol": 126.18, "total_charge": 1, "spin_multiplicity": 1, "lumo_energy_ev": -3.0, "smiles": "NC(N)=C/C=C\\C=C/[NH3+]", "energy_ha": -399.74139, "species": ["N", "C", "N", "C", "C", "C", "C", "C", "N", "H", "H", "H", "H", "H", "H", "H", "H", "H", "H", "H", "H"], "positions_angstrom": [[-2.99, 0.07, -0.61], [-1.73, -0.15, -0.16], [-1.13, 1.05, 0.53], [-1.11, -1.35, -0.17], [0.04, -1.89, 0.52], [1.35, -1.66, 0.30], [2.05, -0.77, -0.70], [2.14, 0.56, -0.72], [1.43, 1.29, 0.32], [-2.98, 0.84, -1.22], [-3.47, -0.80, -0.88], [-1.03, 0.87, 1.53], [-1.71, 1.86, 0.67], [-1.82, -2.12, -0.73], [-0.13, -2.62, 1.16], [1.97, -2.23, 0.80], [2.56, -1.29, -1.34], [2.74, 0.93, -1.55], [1.64, 0.97, 1.27], [1.75, 2.24, 0.20], [0.39, 1.07, 0.13]]}

***

[4]
{"formula": "C39H42N6O3Ti", "method": "ωB97M-V/def2-TZVPD", "mol_weight_g_mol": 690.67, "spin_multiplicity": 1, "lumo_energy_ev": 0.0, "energy_ha": -2915.27162, "species": ["Ti", "O", "C", "N", "C", "C", "C", "C", "C", "C", "N", "C", "O", "C", "C", "C", "C", "C", "N", "C", "C", "C", "C", "C", "N", "H", "H", "H", "H", "H", "H", "H", "H", "H", "H", "H", "H", "N", "C", "O", "C", "C", "H", "H", "H", "H", "H", "H", "C", "C", "C", "C", "C", "C", "C", "C", "N", "C", "C", "C", "C", "C", "C", "C", "C", "C", "C", "H", "H", "H", "H", "H", "H", "H", "H", "H", "H", "H", "H", "H", "H", "H", "H", "H", "H", "H", "H", "H", "H", "H", "H"], "positions_angstrom": [[0.93, 0.74, -0.46], [-1.29, 3.12, -3.08], [-0.47, 2.38, -2.53], [-0.09, 2.34, -1.25], [-0.48, 3.26, -0.27], [-1.34, 4.34, -0.47], [-1.63, 5.20, 0.58], [-1.08, 4.99, 1.83], [-0.24, 3.91, 2.04], [0.06, 3.04, 1.01], [0.84, 1.86, 1.22], [1.89, 1.97, 2.10], [2.52, 3.00, 2.32], [2.27, 0.72, 2.87], [3.41, 0.77, 3.67], [3.75, -0.36, 4.40], [2.94, -1.48, 4.31], [1.82, -1.43, 3.49], [1.49, -0.35, 2.79], [0.29, 1.38, -3.37], [0.15, 1.37, -4.75], [0.95, 0.52, -5.48], [1.87, -0.27, -4.82], [1.93, -0.22, -3.44], [1.14, 0.58, -2.72], [-1.76, 4.50, -1.45], [-2.29, 6.04, 0.40], [-1.31, 5.66, 2.65], [0.19, 3.74, 3.02], [3.98, 1.68, 3.71], [4.62, -0.36, 5.04], [3.17, -2.38, 4.86], [1.17, -2.28, 3.40], [-0.57, 2.05, -5.19], [0.88, 0.49, -6.56], [2.54, -0.94, -5.36], [2.62, -0.84, -2.88], [4.71, 2.74, -0.25], [3.75, 1.83, -0.47], [2.65, 2.15, -0.93], [4.03, 0.37, -0.19], [2.74, -0.44, -0.24], [4.42, 3.71, -0.25], [5.50, 2.49, 0.32], [4.56, 0.28, 0.76], [4.75, 0.05, -0.95], [2.53, -0.91, 0.72], [2.83, -1.26, -0.95], [-2.74, 0.87, 3.90], [-2.70, 0.80, 2.40], [-3.64, 1.47, 1.63], [-3.57, 1.49, 0.24], [-4.59, 2.24, -0.58], [-2.54, 0.81, -0.38], [-1.58, 0.13, 0.37], [-1.67, 0.12, 1.76], [-0.48, -0.53, -0.30], [-0.72, -1.97, -0.58], [-2.19, -2.27, -0.88], [-2.39, -3.76, -1.15], [-1.96, -4.56, 0.09], [-0.48, -4.29, 0.38], [0.37, -4.71, -0.82], [-0.07, -3.91, -2.05], [-1.54, -4.20, -2.35], [0.11, -2.41, -1.79], [-0.28, -2.80, 0.64], [-3.76, 0.80, 4.28], [-2.33, 1.82, 4.25], [-2.16, 0.07, 4.35], [-4.44, 2.03, 2.13], [-4.96, 3.11, -0.03], [-5.44, 1.61, -0.83], [-4.14, 2.60, -1.51], [-2.44, 0.83, -1.46], [-0.88, -0.34, 2.33], [-2.51, -1.68, -1.75], [-2.82, -1.96, -0.04], [-3.44, -3.95, -1.35], [-2.12, -5.63, -0.09], [-2.57, -4.28, 0.95], [-0.17, -4.86, 1.26], [0.26, -5.78, -1.01], [1.43, -4.52, -0.62], [0.54, -4.19, -2.92], [-1.69, -5.26, -2.55], [-1.86, -3.65, -3.24], [-0.21, -1.84, -2.66], [1.16, -2.19, -1.61], [0.77, -2.57, 0.86], [-0.87, -2.48, 1.51]]}

***

[5]
{"formula": "C2H3O2P", "method": "ωB97M-V/def2-TZVPD", "mol_weight_g_mol": 90.02, "spin_multiplicity": 1, "lumo_energy_ev": 0.1, "smiles": "C=COP=O", "energy_ha": -569.79614, "species": ["C", "C", "O", "P", "O", "H", "H", "H"], "positions_angstrom": [[-1.17, 1.10, 0.44], [-0.29, 0.47, -0.29], [0.63, -0.73, 0.50], [1.32, -1.70, -0.66], [2.18, -2.59, 0.07], [-1.61, 1.88, -0.24], [-1.13, 0.96, 1.43], [0.08, 0.62, -1.25]]}

***

[6]
{"formula": "C4H7NO", "method": "ωB97M-V/def2-TZVPD", "mol_weight_g_mol": 85.11, "spin_multiplicity": 1, "lumo_energy_ev": 0.9, "smiles": "C[C@@]1(C=O)CN1", "energy_ha": -286.54450, "species": ["C", "C", "C", "O", "C", "N", "H", "H", "H", "H", "H", "H", "H"], "positions_angstrom": [[1.48, -0.71, -0.11], [0.13, -0.02, -0.06], [-1.07, -0.80, 0.42], [-2.07, -0.89, -0.26], [-0.32, 1.37, 0.23], [-0.29, 0.86, -1.13], [1.36, -1.66, -0.65], [2.22, -0.12, -0.65], [1.87, -0.95, 0.89], [-1.07, -1.16, 1.47], [-1.26, 1.28, 0.80], [0.24, 2.27, 0.46], [-1.22, 0.54, -1.42]]}

***

[7]
{"formula": "C17H18FN", "method": "ωB97M-V/def2-TZVPD", "mol_weight_g_mol": 255.34, "spin_multiplicity": 1, "lumo_energy_ev": 0.3, "smiles": "F[C@@H]1C=Cc2ccccc21.Cc1cc(C)nc(C)c1", "energy_ha": -813.16609, "species": ["F", "C", "C", "C", "C", "C", "C", "C", "C", "C", "H", "H", "H", "H", "H", "H", "H", "C", "C", "C", "C", "C", "N", "C", "C", "C", "H", "H", "H", "H", "H", "H", "H", "H", "H", "H", "H"], "positions_angstrom": [[0.56, -1.52, 0.36], [0.36, -2.68, 1.12], [1.19, -2.62, 2.36], [2.39, -3.19, 2.08], [2.42, -3.76, 0.74], [3.48, -4.11, -0.14], [3.19, -4.31, -1.50], [1.91, -3.98, -2.00], [0.91, -3.58, -1.14], [1.12, -3.62, 0.23], [-0.71, -2.77, 1.23], [0.79, -2.18, 3.26], [3.27, -3.14, 2.71], [4.51, -4.09, 0.21], [3.98, -4.59, -2.19], [1.72, -3.98, -3.06], [0.01, -3.10, -1.51], [-2.41, 5.53, -0.83], [-1.98, 4.12, -0.48], [-0.63, 3.74, -0.64], [-0.26, 2.45, -0.23], [1.13, 1.89, -0.40], [-1.13, 1.66, 0.37], [-2.42, 1.92, 0.40], [-3.25, 0.75, 0.90], [-2.92, 3.18, 0.02], [-1.53, 6.09, -1.19], [-3.17, 5.52, -1.61], [-2.81, 6.04, 0.05], [0.14, 4.42, -1.04], [1.80, 2.66, -0.80], [1.53, 1.52, 0.56], [1.14, 1.02, -1.08], [-4.30, 1.03, 1.02], [-3.18, -0.10, 0.20], [-2.85, 0.38, 1.85], [-3.99, 3.41, 0.16]]}

***

[8]
{"formula": "C34H60BKN10P", "method": "ωB97M-V/def2-TZVPD", "mol_weight_g_mol": 689.81, "total_charge": 1, "spin_multiplicity": 1, "lumo_energy_ev": -2.7, "energy_ha": -2845.13093, "species": ["K", "C", "C", "C", "C", "C", "C", "C", "C", "C", "N", "N", "B", "N", "N", "C", "C", "C", "C", "C", "C", "C", "C", "C", "N", "N", "C", "C", "C", "C", "C", "C", "C", "C", "C", "H", "H", "H", "H", "H", "H", "H", "H", "H", "H", "H", "H", "H", "H", "H", "H", "H", "H", "H", "H", "H", "H", "H", "H", "H", "H", "H", "H", "H", "H", "H", "H", "H", "H", "H", "H", "H", "H", "H", "H", "H", "H", "H", "H", "H", "H", "C", "N", "C", "N", "C", "N", "C", "P", "C", "C", "H", "H", "H", "H", "H", "H", "H", "H", "H", "H", "H", "H", "H", "N", "C", "H"], "positions_angstrom": [[-0.19, 1.32, -1.55], [-2.46, 3.37, -0.13], [-2.63, 2.96, 1.32], [-4.08, 2.55, 1.61], [-1.67, 1.90, 1.78], [-1.46, 1.51, 3.10], [-0.43, 0.59, 3.06], [0.02, -0.06, 4.36], [1.45, -0.58, 4.54], [-0.99, -1.13, 4.80], [-0.08, 0.41, 1.75], [-0.86, 1.23, 0.97], [1.31, -0.09, 1.19], [1.24, -1.07, -0.06], [1.46, -0.59, -1.32], [1.72, -1.62, -2.11], [1.66, -2.81, -1.37], [1.38, -2.43, -0.08], [1.26, -3.37, 1.09], [0.01, -3.12, 1.93], [2.54, -3.41, 1.92], [2.03, -1.44, -3.57], [1.03, -2.19, -4.44], [2.12, 0.03, -3.98], [2.20, 1.13, 0.84], [1.81, 2.07, -0.06], [2.79, 2.96, -0.14], [3.84, 2.61, 0.72], [3.43, 1.44, 1.32], [4.22, 0.59, 2.28], [5.42, -0.03, 1.56], [4.66, 1.39, 3.50], [2.75, 4.14, -1.08], [1.46, 4.24, -1.89], [3.95, 4.09, -2.03], [-3.11, 4.20, -0.38], [-2.70, 2.54, -0.80], [-1.43, 3.68, -0.33], [-2.42, 3.84, 1.94], [-4.35, 1.67, 1.01], [-4.78, 3.35, 1.36], [-4.22, 2.28, 2.65], [-1.95, 1.88, 3.99], [-0.07, 0.76, 5.08], [1.63, -1.51, 4.00], [1.61, -0.78, 5.60], [2.19, 0.16, 4.23], [-0.99, -1.99, 4.13], [-2.01, -0.72, 4.82], [-0.75, -1.48, 5.80], [1.80, -0.70, 2.06], [1.84, -3.82, -1.72], [1.15, -4.35, 0.63], [0.00, -2.10, 2.33], [-0.02, -3.81, 2.77], [-0.90, -3.25, 1.34], [2.77, -2.44, 2.36], [3.39, -3.70, 1.30], [2.44, -4.14, 2.73], [3.02, -1.89, -3.73], [0.03, -1.76, -4.31], [0.98, -3.25, -4.18], [1.28, -2.11, -5.50], [1.12, 0.48, -3.98], [2.52, 0.12, -4.99], [2.74, 0.60, -3.29], [4.77, 3.13, 0.88], [3.59, -0.23, 2.62], [6.10, 0.75, 1.20], [5.11, -0.62, 0.71], [5.98, -0.68, 2.24], [5.34, 2.20, 3.22], [5.18, 0.75, 4.21], [3.80, 1.84, 4.01], [2.84, 5.04, -0.48], [1.36, 3.39, -2.57], [1.47, 5.14, -2.50], [0.58, 4.28, -1.24], [3.90, 3.20, -2.66], [4.90, 4.06, -1.49], [3.97, 4.97, -2.68], [-5.59, -2.09, -2.28], [-4.15, -2.61, -2.44], [-3.68, -3.10, -1.06], [-3.79, -2.08, -0.09], [-5.17, -1.60, 0.00], [-5.66, -1.08, -1.28], [-4.98, 0.16, -1.68], [-3.15, -0.05, -1.89], [-3.25, -1.55, -2.99], [-2.83, -0.99, -0.31], [-6.19, -2.96, -2.00], [-5.90, -1.72, -3.26], [-4.16, -3.41, -3.08], [-2.65, -3.43, -1.18], [-4.32, -3.95, -0.81], [-5.23, -0.82, 0.75], [-5.81, -2.43, 0.30], [-5.16, 0.92, -0.92], [-5.41, 0.53, -2.61], [-2.25, -1.99, -3.10], [-3.60, -1.26, -3.98], [-2.87, -0.29, 0.53], [-1.81, -1.38, -0.32], [-0.97, 0.53, -6.21], [-1.75, 0.38, -5.37], [-0.29, 0.67, -6.93]]}

***

no.,HOMO (eV)
1,-11.2
2,-7.9
3,-12.1
4,-7.2
5,-10.4
6,-10.2
7,-8.5
8,-9.9